DFT (ωB97M-V/def2-TZVPD) results for 2 unconnected molecules or ions with the total composition C5H10O3Si in a non-equilibrium geometry.

The value obtained for the relative energy (zero: lowest compared OMol25 entry of this formula, charge and spin) is 83.7 kcal per mole. The orbital gap comes out at 8.704 eV. For the total energy, the calculation gives -711.686786 Eh. As for the HOMO energy: -8.858 eV.

```
19
Properties=species:S:1:pos:R:3:forces:R:3:lowdin_charge:R:1
C 0.698 0.832 -0.453 0.40 0.58 0.54 -0.25
C 1.251 0.006 0.670 1.05 0.30 0.39 0.04
C -0.804 0.633 -0.260 -0.31 -0.91 -0.51 -0.23
C 0.194 0.038 1.750 0.68 -1.48 -1.09 -0.25
C -1.031 0.722 1.242 -1.81 1.45 0.59 -0.24
O 0.622 -2.367 -2.642 0.08 0.09 -0.43 -0.13
O 2.541 -4.279 -3.262 0.49 -0.47 -0.39 -0.28
O 2.817 -2.275 -1.326 -0.28 1.37 1.87 -0.09
Si 2.108 -3.076 -2.477 -2.03 0.13 -0.77 0.26
H 0.961 0.733 -1.546 0.34 -0.49 1.37 0.11
H -1.279 1.260 -1.005 -0.98 0.07 0.42 0.10
H -0.989 -0.462 -0.482 0.04 1.14 -0.42 0.13
H 0.052 -1.092 1.533 -0.02 0.83 0.29 0.15
H 0.333 0.082 2.839 0.75 -0.08 -0.54 0.12
H -1.090 1.793 1.566 0.15 -0.74 -0.12 0.12
H -1.939 0.208 1.694 0.83 0.69 -1.01 0.13
H 0.056 -2.497 -3.427 0.69 -0.24 0.67 0.08
H 1.157 1.888 -0.153 -1.17 -1.59 -0.21 0.17
H 2.255 -1.665 -0.751 1.10 -0.63 -0.66 0.05
```
Forces are in eV/Å.